1.
{
  "formula": "C22H41BN6O3SSiZr",
  "method": "ωB97M-V/def2-TZVPD",
  "elements": ["Zr", "S", "Si", "O", "O", "O", "N", "N", "N", "N", "N", "N", "C", "C", "C", "C", "C", "C", "C", "C", "C", "C", "C", "C", "C", "C", "C", "C", "C", "C", "C", "C", "C", "C", "B", "H", "H", "H", "H", "H", "H", "H", "H", "H", "H", "H", "H", "H", "H", "H", "H", "H", "H", "H", "H", "H", "H", "H", "H", "H", "H", "H", "H", "H", "H", "H", "H", "H", "H", "H", "H", "H", "H", "H", "H", "H"],
  "positions_angstrom": [[0.388, 0.077, 0.023], [1.903, 0.640, 1.934], [1.182, 0.148, 3.811], [-0.269, -0.608, 3.686], [0.970, 1.407, 4.863], [2.229, -0.880, 4.594], [1.389, -1.020, -1.513], [-1.437, -0.146, -1.500], [0.592, 1.764, -2.651], [-1.174, -0.001, -2.845], [0.608, 1.849, -1.264], [1.239, -0.739, -2.872], [1.302, 3.771, 5.090], [0.910, 3.138, -0.935], [3.613, -0.594, 4.986], [-2.301, -0.197, -3.551], [-1.051, -1.310, 4.720], [0.867, 2.973, -3.166], [-3.328, -0.487, -2.654], [-0.301, 2.892, 3.351], [-2.502, -0.934, 4.426], [-2.753, -0.452, -1.379], [0.270, 2.699, 4.750], [4.500, -0.413, 3.759], [4.095, -1.805, 5.775], [-0.829, -2.815, 4.604], [-0.877, 2.724, 5.754], [2.304, -2.031, -1.408], [-0.617, -0.869, 6.106], [2.709, -2.401, -2.687], [1.084, 3.867, -2.117], [2.020, -1.571, -3.572], [-1.087, -1.790, 1.147], [3.698, 0.643, 5.872], [0.264, 0.391, -3.346], [-1.656, 1.996, 5.484], [1.345, 4.903, -2.188], [-1.429, -3.320, 5.377], [-1.341, 3.724, 5.740], [2.136, 3.742, 4.376], [2.598, -2.384, -0.431], [-1.842, -2.219, 0.473], [4.012, -2.719, 5.176], [2.041, -1.513, -4.653], [5.153, -1.674, 6.051], [4.255, 0.505, 3.210], [-1.441, -0.790, 1.445], [-4.351, -0.704, -2.899], [4.742, 0.766, 6.210], [0.270, 0.511, -4.534], [-3.213, -0.639, -0.412], [-0.711, 0.215, 6.240], [5.548, -0.349, 4.093], [3.421, -3.168, -2.927], [0.842, 4.770, 5.038], [0.902, 3.122, -4.238], [1.004, 3.430, 0.101], [-0.996, 2.076, 3.102], [-0.994, -2.361, 2.077], [-1.135, -3.220, 3.635], [0.227, -3.061, 4.777], [-0.085, -1.857, 0.608], [-3.187, -1.457, 5.109], [0.502, 2.928, 2.603], [3.416, 1.557, 5.337], [-2.768, -1.199, 3.392], [0.420, -1.168, 6.304], [-0.862, 3.842, 3.328], [-2.649, 0.149, 4.555], [3.518, -1.933, 6.700], [4.400, -1.271, 3.084], [-1.264, -1.366, 6.845], [1.689, 3.626, 6.109], [-0.525, 2.530, 6.776], [3.064, 0.535, 6.761], [-2.276, -0.116, -4.631]],
  "forces_ev_per_angstrom": [[0.29, 1.62, -0.83], [-0.75, -0.19, -3.09], [-0.80, -0.86, 4.58], [0.41, -0.22, -0.79], [-0.02, 0.34, -1.35], [-0.25, 0.99, -1.12], [0.40, 0.04, -0.44], [0.32, -0.16, 0.49], [0.14, -0.16, 0.65], [0.04, 0.07, 0.46], [0.28, -0.21, -0.13], [0.11, 0.01, 0.79], [-0.05, 0.18, -0.07], [0.10, -0.25, -1.42], [0.33, -0.09, 0.28], [0.26, -0.03, 0.86], [-0.02, 0.07, 0.00], [0.00, -0.49, 0.77], [0.17, 0.00, 0.23], [-0.09, 0.34, -0.14], [-0.04, 0.12, 0.18], [0.35, 0.17, -1.13], [0.33, -0.37, 0.24], [0.12, -0.04, -0.05], [0.02, -0.22, 0.10], [0.11, -0.05, 0.12], [-0.17, 0.14, 0.10], [-0.26, 0.45, -1.15], [-0.24, 0.10, 0.50], [-0.01, -0.06, 0.77], [-0.17, -0.40, 0.70], [-0.30, 0.41, 0.64], [-0.01, -0.53, -0.71], [0.18, 0.20, 0.21], [-0.76, 0.17, 0.26], [0.23, 0.18, 0.14], [0.00, 0.23, -0.07], [0.20, 0.13, -0.30], [0.17, -0.35, 0.04], [-0.14, -0.02, 0.20], [0.09, -0.13, -0.08], [0.44, 0.00, 0.20], [-0.02, 0.13, 0.10], [0.03, -0.03, 0.18], [-0.36, -0.02, -0.08], [0.16, -0.15, 0.15], [0.32, 0.20, 0.07], [-0.09, 0.00, 0.00], [-0.41, -0.08, -0.12], [0.11, -0.07, 0.14], [0.12, 0.15, -0.31], [0.03, -0.44, -0.02], [-0.38, 0.02, -0.22], [0.04, -0.07, -0.10], [0.14, -0.30, 0.03], [0.01, -0.03, 0.15], [-0.01, 0.06, -0.08], [0.07, 0.12, 0.06], [0.20, 0.32, -0.43], [-0.03, -0.04, 0.20], [-0.23, 0.06, -0.08], [-0.90, -0.74, 0.72], [0.21, 0.15, -0.25], [-0.18, 0.12, 0.15], [0.01, -0.20, 0.13], [-0.02, -0.01, 0.25], [-0.25, 0.10, -0.05], [0.23, -0.39, -0.11], [0.02, -0.31, -0.05], [0.07, 0.03, -0.23], [0.05, 0.12, 0.08], [0.22, 0.16, -0.19], [-0.10, -0.01, -0.36], [-0.07, -0.01, -0.31], [0.10, 0.07, -0.25], [-0.13, -0.05, 0.17]],
  "energy_ha": -2176.49935,
  "orbital_gap_ev": 6.613,
  "total_charge": 2,
  "homo_energy_ev": -14.7
}

2.
{
  "formula": "C22H41BrInN2O6S2",
  "method": "ωB97M-V/def2-TZVPD",
  "elements": ["In", "Br", "S", "S", "O", "O", "O", "O", "O", "O", "N", "N", "C", "C", "C", "C", "C", "C", "C", "C", "C", "C", "C", "C", "C", "C", "C", "C", "C", "C", "C", "C", "C", "C", "H", "H", "H", "H", "H", "H", "H", "H", "H", "H", "H", "H", "H", "H", "H", "H", "H", "H", "H", "H", "H", "H", "H", "H", "H", "H", "H", "H", "H", "H", "H", "H", "H", "H", "H", "H", "H", "H", "H", "H", "H"],
  "positions_angstrom": [[-0.682, -2.015, -1.398], [-2.981, -1.040, -0.573], [-1.127, 2.106, -1.281], [-0.804, 2.511, -4.206], [0.443, 6.938, 2.376], [0.304, 6.511, 0.158], [0.395, 8.568, 0.808], [6.751, -1.706, 0.799], [4.809, -2.834, 1.058], [5.717, -2.791, -0.898], [-4.397, -0.231, -3.844], [-2.924, 1.265, -3.164], [0.387, 9.525, 1.865], [0.252, 5.097, 0.422], [-4.133, 1.586, -2.604], [-1.699, 1.933, -2.987], [-5.054, 0.659, -3.007], [-3.152, -1.849, 2.883], [1.000, -1.039, -0.290], [4.868, -2.543, 2.453], [0.391, 7.295, 1.228], [-3.113, -4.624, 0.243], [-3.523, -3.283, 2.383], [-0.827, -4.248, -1.045], [0.772, 0.460, 0.086], [-3.168, 0.137, -3.929], [6.771, -2.409, -1.789], [5.846, -2.371, 0.361], [-1.107, 4.671, 0.929], [8.019, -3.238, -1.565], [-2.423, -3.928, 1.450], [0.543, 1.356, -1.175], [-2.335, -4.623, -1.124], [-4.305, -0.799, 2.671], [1.251, 2.200, -1.112], [0.455, 4.604, -0.529], [-2.945, -1.841, 3.967], [-4.825, -0.549, 3.608], [1.875, -1.047, -0.974], [0.807, 0.782, -2.076], [-1.151, 3.589, 1.042], [-3.679, -3.893, 3.292], [1.305, -1.614, 0.601], [-3.329, -5.674, 0.517], [8.781, -2.991, -2.306], [-1.890, 4.986, 0.236], [1.206, 9.349, 2.562], [-0.337, -4.547, -0.110], [1.707, 0.813, 0.561], [6.393, -2.583, -2.795], [4.999, -1.477, 2.628], [7.788, -4.302, -1.635], [-2.398, -5.656, -1.524], [-4.499, -3.204, 1.884], [-0.042, 0.561, 0.822], [-1.751, -3.107, 1.185], [-4.363, 2.400, -1.922], [-0.569, 9.498, 2.387], [3.923, -2.857, 2.888], [-2.284, -1.430, 2.352], [6.974, -1.341, -1.698], [-0.344, -4.676, -1.940], [-4.102, -4.176, 0.047], [-1.948, -4.706, 2.067], [-2.418, -0.377, -4.524], [1.048, 4.812, 1.112], [0.515, 10.506, 1.415], [-2.897, -4.006, -1.845], [-3.869, 0.109, 2.222], [-6.096, 0.635, -2.707], [5.676, -3.109, 2.919], [8.437, -3.064, -0.574], [-5.020, -1.161, 1.914], [-0.561, -1.623, -3.147], [-1.333, 5.124, 1.895]],
  "forces_ev_per_angstrom": [[0.56, -0.60, 0.00], [0.13, -0.10, 0.00], [-0.77, -0.55, -0.14], [-0.16, -0.42, -0.15], [0.09, 0.12, 0.01], [0.16, 0.14, 0.00], [0.06, 0.03, 0.03], [-0.04, 0.03, -0.02], [0.07, 0.04, -0.02], [-0.09, 0.07, 0.00], [-1.31, -0.53, -0.10], [-0.04, 0.31, -0.17], [0.02, 0.24, 0.10], [-0.11, -0.58, 0.06], [-1.47, 0.15, 1.04], [0.96, -0.06, 0.47], [1.56, 0.47, -0.29], [-0.86, 0.66, 0.02], [-0.15, 0.71, -0.15], [-0.15, 0.02, 0.30], [-0.17, -0.21, -0.18], [0.30, -0.02, -0.54], [0.62, 0.52, 0.53], [-0.76, 1.12, -0.77], [0.23, -0.56, -0.17], [0.32, 0.05, -0.27], [0.36, 0.05, -0.28], [-0.04, -0.16, -0.06], [-0.19, 0.34, 0.30], [0.06, -0.12, 0.26], [-1.90, -0.07, 0.69], [0.97, 0.21, 0.14], [0.11, -0.93, 0.44], [0.51, -0.20, -0.40], [-0.28, -0.25, -0.21], [-0.01, 0.26, -0.10], [0.27, -0.19, -0.37], [0.06, -0.08, -0.33], [-0.31, -0.17, 0.22], [-0.47, 0.26, 0.13], [0.01, 0.02, -0.04], [-0.03, -0.04, -0.47], [-0.22, 0.20, -0.23], [0.15, 0.37, 0.01], [-0.05, 0.00, -0.03], [0.07, -0.16, -0.12], [-0.09, -0.10, 0.04], [-0.12, -0.16, -0.35], [-0.45, 0.20, -0.01], [-0.23, -0.06, 0.13], [0.12, -0.04, -0.05], [-0.02, 0.03, -0.14], [-0.13, 0.34, 0.11], [0.36, -0.19, -0.07], [0.16, 0.05, -0.29], [0.08, -0.53, -0.18], [0.76, -0.06, -0.20], [0.08, -0.07, 0.10], [-0.04, -0.06, -0.22], [-0.13, -0.49, 0.19], [-0.02, -0.04, 0.18], [0.15, 0.00, 0.56], [0.40, 0.04, 0.22], [0.46, 0.44, -0.39], [0.04, 0.34, 0.39], [-0.05, 0.19, 0.10], [-0.02, -0.12, -0.18], [0.40, -0.02, 0.27], [-0.27, -0.16, 0.38], [0.28, -0.28, -0.33], [0.07, 0.12, -0.02], [-0.01, 0.11, -0.04], [0.13, 0.10, 0.40], [-0.12, 0.03, 0.26], [0.14, -0.03, 0.03]],
  "energy_ha": -4984.36855,
  "orbital_gap_ev": 6.440,
  "total_charge": -1,
  "homo_energy_ev": -4.7,
  "de_lowest_kcal_mol": 0.0
}

3.
{
  "formula": "C22H41BrLaNP3S",
  "method": "ωB97M-V/def2-TZVPD",
  "elements": ["La", "Br", "S", "P", "P", "P", "N", "C", "C", "C", "C", "C", "C", "C", "C", "C", "C", "C", "C", "C", "C", "C", "C", "C", "C", "C", "C", "C", "C", "H", "H", "H", "H", "H", "H", "H", "H", "H", "H", "H", "H", "H", "H", "H", "H", "H", "H", "H", "H", "H", "H", "H", "H", "H", "H", "H", "H", "H", "H", "H", "H", "H", "H", "H", "H", "H", "H", "H", "H", "H"],
  "positions_angstrom": [[-0.430, 0.356, 0.994], [3.379, 3.436, 3.129], [-4.216, -0.808, -2.064], [1.861, -1.538, -0.077], [-1.734, -2.350, 1.138], [1.334, 2.320, -0.715], [0.935, 0.095, 3.014], [-2.129, 2.342, -3.124], [1.887, -1.995, -1.855], [-4.188, 0.547, -4.030], [-2.513, 1.163, 1.430], [3.434, 0.719, 4.107], [-3.099, 1.004, -4.925], [2.673, 1.687, 3.465], [1.385, 1.897, -2.501], [-3.508, -2.626, 1.507], [2.245, -3.159, 0.688], [1.640, -0.843, 3.699], [3.073, 2.843, -0.467], [-0.997, -3.600, 2.265], [1.392, 1.380, 2.997], [-2.196, 1.936, -4.480], [2.885, -0.564, 4.250], [-3.767, 0.699, -2.588], [-1.603, -3.183, -0.497], [3.488, -0.715, 0.126], [-2.911, 1.705, -2.157], [0.541, 3.976, -0.780], [-1.824, 0.986, 2.630], [-1.367, 1.844, 3.151], [-2.569, 2.160, 0.960], [-5.134, 1.050, -4.288], [1.824, -1.093, -2.475], [-0.558, -3.415, -0.741], [-3.139, 0.690, -5.967], [-1.589, -4.525, 2.217], [2.812, -2.540, -2.088], [0.761, 4.512, 0.153], [-2.826, 1.912, -1.089], [0.929, 4.548, -1.636], [2.227, -3.065, 1.780], [3.415, 3.430, -1.332], [3.145, 3.445, 0.448], [1.830, 2.734, -3.057], [4.265, -1.483, 0.233], [-3.770, -2.089, 2.428], [-1.971, 0.102, 3.275], [3.711, -0.088, -0.746], [0.725, 2.152, 2.585], [4.418, 0.967, 4.489], [-4.131, -2.253, 0.685], [-1.498, 2.404, -5.184], [-2.015, -2.516, -1.270], [3.253, -3.464, 0.374], [-4.393, -0.588, -3.921], [0.371, 1.709, -2.879], [3.720, 1.969, -0.340], [-3.251, 0.432, 1.062], [1.518, -3.920, 0.378], [-0.548, 3.869, -0.879], [-2.190, -4.111, -0.477], [0.047, -3.810, 2.003], [3.480, -0.092, 1.030], [-3.686, -3.701, 1.653], [1.994, 0.996, -2.654], [-1.444, 3.138, -2.831], [-1.026, -3.206, 3.290], [1.023, -2.632, -2.081], [1.179, -1.829, 3.785], [3.422, -1.351, 4.773]],
  "forces_ev_per_angstrom": [[8.71, -3.33, -6.02], [-0.38, -0.74, 0.54], [0.79, -0.01, 4.25], [0.48, -0.68, -0.43], [-0.55, -1.64, -0.38], [0.47, 0.85, -0.94], [0.47, 0.55, 1.10], [-1.30, -0.48, 1.33], [-0.16, 0.09, 0.05], [1.14, 0.00, -0.57], [-4.21, 1.93, 5.35], [-0.41, -0.53, -0.05], [-0.28, 0.91, -0.07], [-0.27, 1.15, -0.45], [-0.21, -0.31, 0.06], [-0.09, 0.51, 0.15], [-0.13, 0.01, 0.17], [-0.14, 0.34, -0.51], [0.14, -0.28, 0.46], [0.30, 0.35, 0.22], [0.91, -1.16, 0.12], [0.22, -0.52, -1.25], [-0.04, 0.32, 0.05], [-1.29, -2.79, -1.53], [0.11, 0.30, -0.12], [-0.02, 0.17, 0.19], [1.19, 1.48, 0.07], [-0.30, -0.15, 0.24], [-6.99, 2.46, 1.72], [0.25, -0.30, -0.58], [0.51, -0.37, 0.05], [0.14, -0.01, 0.07], [0.03, -0.30, 0.06], [-0.31, 0.01, 0.08], [0.13, 0.25, 0.13], [0.22, 0.27, 0.00], [-0.23, 0.15, 0.03], [-0.10, -0.02, -0.26], [0.06, 0.15, -0.33], [-0.09, -0.14, 0.29], [0.08, -0.15, -0.21], [-0.20, -0.16, 0.25], [0.01, -0.13, -0.39], [-0.10, -0.24, 0.16], [-0.12, 0.28, -0.11], [-0.13, -0.21, -0.13], [0.26, 0.04, -0.66], [-0.02, -0.17, 0.23], [0.53, -0.05, 0.04], [-0.05, -0.09, -0.03], [0.14, -0.05, 0.19], [-0.26, -0.32, 0.22], [0.09, -0.28, 0.16], [-0.32, -0.03, 0.06], [-0.20, 1.74, -2.17], [0.32, -0.04, 0.00], [-0.05, 0.31, -0.09], [0.63, -0.17, -0.15], [0.23, 0.14, 0.09], [0.20, 0.21, -0.01], [0.18, 0.23, 0.00], [-0.34, 0.01, 0.09], [0.16, -0.07, -0.19], [0.07, 0.34, -0.08], [-0.13, 0.28, -0.06], [-0.14, -0.22, -0.11], [-0.04, -0.25, -0.13], [0.26, 0.13, -0.05], [0.22, 0.27, -0.15], [-0.06, 0.18, -0.04]],
  "energy_ha": -4944.35611,
  "orbital_gap_ev": [3.296, 3.300],
  "total_charge": 3,
  "homo_energy_ev": [-15.2, -15.2],
  "de_lowest_kcal_mol": 112.0
}